9 unconnected molecules or ions with the total composition C57H54O32SSi at a distorted geometry. Source: OMol25; level of theory: the ωB97M-V functional and the def2-TZVPD basis.

Last column: Löwdin charge in e.
Positions of all 145 atoms, in Å:
1 O 0.575527 2.288749 4.971206  0.09
2 C 1.439478 1.755638 5.646293  -0.29
3 C 2.862059 1.943255 5.427792  0.08
4 C 3.740230 1.298950 6.208110  -0.23
5 O 5.052502 1.420001 6.070220  0.12
6 C 3.297935 0.376918 7.309985  -0.31
7 O 4.156064 -0.183707 7.962415  0.12
8 C 1.868839 0.206513 7.536171  0.08
9 C 0.995058 0.853193 6.757404  -0.23
10 O -0.322975 0.745903 6.898029  0.08
11 H 3.166901 2.605548 4.628626  0.14
12 H 5.452508 0.847104 6.755108  0.12
13 H 1.559896 -0.449067 8.337842  0.14
14 H -0.715358 1.314100 6.204634  0.12
15 O 1.395778 3.096155 2.095260  0.10
16 C 0.403352 3.067478 1.392560  -0.30
17 C 0.441544 2.648759 0.000337  0.08
18 C -0.681432 2.647440 -0.723716  -0.23
19 O -0.711650 2.267590 -1.998690  0.11
20 C -1.999994 3.076929 -0.149088  -0.32
21 O -2.970116 3.062742 -0.884441  0.11
22 C -2.043877 3.474987 1.248821  0.08
23 C -0.920248 3.468303 1.983411  -0.23
24 O -0.889831 3.797159 3.263031  0.11
25 H 1.398520 2.345897 -0.404635  0.13
26 H -1.640388 2.363585 -2.290656  0.12
27 H -3.001660 3.761661 1.658720  0.13
28 H 0.036540 3.681002 3.561271  0.09
29 O 3.040299 -3.843754 -0.505679  0.11
30 C 3.193943 -2.689460 -0.152060  -0.32
31 C 2.400994 -2.049368 0.885341  0.08
32 C 2.615546 -0.764676 1.199086  -0.23
33 O 1.897675 -0.144223 2.130564  0.11
34 C 3.673782 0.052573 0.505636  -0.31
35 O 3.810968 1.219380 0.814580  0.11
36 C 4.481906 -0.600222 -0.514750  0.07
37 C 4.259512 -1.881304 -0.829056  -0.24
38 O 4.953086 -2.528487 -1.759946  0.11
39 H 1.641889 -2.644303 1.373260  0.13
40 H 2.228172 0.776281 2.178548  0.10
41 H 5.245153 -0.011264 -1.003809  0.14
42 H 4.583669 -3.433509 -1.794411  0.12
43 O 5.678480 2.105578 -6.739535  0.13
44 C 4.838144 1.746934 -5.942365  -0.30
45 C 3.867800 2.654646 -5.334429  0.09
46 C 2.968246 2.187197 -4.462043  -0.21
47 O 2.053378 2.967465 -3.878822  0.08
48 C 2.925493 0.739848 -4.075400  -0.30
49 O 2.095230 0.376193 -3.261694  0.11
50 C 3.879489 -0.168928 -4.690996  0.08
51 C 4.778207 0.294082 -5.567126  -0.21
52 O 5.671846 -0.502314 -6.157795  0.09
53 H 3.908923 3.695164 -5.625566  0.13
54 H 1.518575 2.389223 -3.297350  0.11
55 H 3.826318 -1.209944 -4.408151  0.11
56 H 6.211829 0.085666 -6.733501  0.09
57 O 8.260515 0.517760 -6.974754  0.10
58 C 9.354404 -0.018136 -6.996859  -0.29
59 C 10.565797 0.659408 -7.428143  0.08
60 C 11.726661 -0.007243 -7.451189  -0.24
61 O 12.870481 0.545660 -7.833445  0.12
62 C 11.822074 -1.450350 -7.046188  -0.31
63 O 12.910381 -1.989187 -7.113296  0.11
64 C 10.612828 -2.120344 -6.594140  0.08
65 C 9.452235 -1.452504 -6.563334  -0.23
66 O 8.320382 -2.008745 -6.158481  0.13
67 H 10.484286 1.695655 -7.723604  0.14
68 H 13.548364 -0.155866 -7.759529  0.12
69 H 10.694943 -3.153815 -6.289489  0.14
70 H 7.622135 -1.326037 -6.186458  0.09
71 O 4.835241 9.788523 -3.672556  0.11
72 C 4.465398 8.676100 -3.346456  -0.32
73 C 3.721948 7.782081 -4.220379  0.08
74 C 3.339025 6.577109 -3.777336  -0.23
75 O 2.659865 5.725481 -4.538980  0.10
76 C 3.654747 6.112238 -2.380292  -0.31
77 O 3.262566 5.016248 -2.032623  0.11
78 C 4.417561 7.001373 -1.513897  0.08
79 C 4.800593 8.202123 -1.962797  -0.24
80 O 5.497885 9.062331 -1.228236  0.11
81 H 3.499497 8.128815 -5.219498  0.14
82 H 2.490991 4.910841 -4.019516  0.08
83 H 4.651476 6.651960 -0.518309  0.14
84 H 5.635859 9.848962 -1.792800  0.12
85 O -11.101512 2.608583 4.695305  0.11
86 C -10.108917 1.916227 4.576091  -0.31
87 C -8.802996 2.433214 4.188575  0.08
88 C -7.764056 1.596791 4.069702  -0.24
89 O -6.545309 1.998361 3.727445  0.12
90 C -7.902249 0.123945 4.320033  -0.31
91 O -6.919664 -0.581498 4.187647  0.10
92 C -9.203082 -0.389923 4.719341  0.08
93 C -10.241125 0.444398 4.848028  -0.24
94 O -11.452603 0.044730 5.215226  0.12
95 H -8.716161 3.495409 4.010030  0.14
96 H -5.988093 1.194616 3.715277  0.12
97 H -9.279568 -1.451270 4.913153  0.13
98 H -12.011488 0.847388 5.223342  0.12
99 O 2.139244 -2.740657 -4.508288  0.09
100 C 1.122093 -2.769579 -5.176068  -0.30
101 C 1.076149 -3.241910 -6.550425  0.08
102 C -0.085776 -3.234641 -7.215721  -0.24
103 O -0.203790 -3.653306 -8.469103  0.12
104 C -1.359697 -2.746756 -6.586618  -0.32
105 O -2.368959 -2.758341 -7.265668  0.11
106 C -1.316207 -2.289177 -5.207141  0.08
107 C -0.154630 -2.295450 -4.539186  -0.23
108 O -0.045750 -1.882152 -3.284806  0.11
109 H 1.997611 -3.592048 -6.993694  0.14
110 H -1.146201 -3.537355 -8.705261  0.12
111 H -2.239928 -1.949723 -4.760903  0.14
112 H 0.901051 -1.952344 -3.048187  0.11
113 C -9.545898 -2.824045 0.913978  -0.11
114 C -9.429738 -3.730152 2.141100  -0.26
115 C -7.997407 -3.757635 2.687663  -0.20
116 C -7.991797 -4.130047 4.197064  -0.21
117 C -7.432722 -5.516866 4.471727  -0.22
118 C -5.962193 -5.655060 4.136644  -0.21
119 C -5.065715 -4.751057 4.992213  -0.19
120 C -4.274042 -3.691775 4.192642  -0.26
121 C -2.747570 -3.721849 4.429125  -0.37
122 Si -2.049526 -2.172902 5.212252  0.30
123 S -3.169855 -1.650551 6.971917  0.40
124 H -9.675903 -1.788608 1.218408  0.06
125 H -8.624598 -2.883717 0.341719  0.07
126 H -10.373695 -3.093488 0.268894  0.06
127 H -9.695683 -4.742232 1.847279  0.10
128 H -10.147034 -3.411175 2.890134  0.09
129 H -7.574331 -2.774626 2.512648  0.09
130 H -7.424183 -4.526040 2.187231  0.10
131 H -9.038261 -4.159118 4.488050  0.09
132 H -7.545556 -3.358425 4.817799  0.09
133 H -7.625171 -5.770951 5.510143  0.11
134 H -8.004522 -6.232699 3.880474  0.11
135 H -5.678479 -6.685281 4.339173  0.11
136 H -5.775298 -5.512319 3.079786  0.09
137 H -4.341109 -5.371958 5.506210  0.10
138 H -5.634725 -4.257448 5.773973  0.10
139 H -4.442531 -3.873396 3.137950  0.10
140 H -4.691224 -2.706389 4.383000  0.08
141 H -2.446723 -4.562702 5.043257  0.06
142 H -2.242445 -3.847900 3.476349  0.06
143 H -2.019154 -1.085826 4.210884  -0.06
144 H -0.656951 -2.442418 5.643433  -0.06
145 H -2.326232 -0.770576 7.522788  -0.24

Force components x, y, z for each atom (eV/Å):
O -0.2 -0.1 0.3
C 0.6 0.2 -0.3
C -0.3 0.1 -0.1
C 0.1 0.2 -0.3
O 0.0 -0.2 0.2
C -0.5 -0.2 0.2
O 0.2 0.1 -0.1
C 0.2 -0.1 0.1
C -0.1 -0.3 0.2
O 0.0 0.2 -0.2
H 0.0 0.0 0.0
H 0.0 0.0 0.0
H 0.0 0.0 0.0
H 0.0 0.0 0.0
O -0.1 0.0 0.3
C 0.3 -0.2 -0.6
C 0.2 0.0 0.1
C 0.3 -0.1 -0.1
O -0.2 0.1 -0.1
C -0.2 0.2 0.5
O 0.1 -0.1 -0.2
C -0.1 0.0 -0.2
C -0.3 0.1 0.1
O 0.2 0.1 -0.2
H 0.0 0.0 0.0
H 0.0 0.0 0.0
H 0.0 0.0 0.0
H -0.1 -0.2 0.2
O 0.1 0.0 -0.1
C -0.4 0.0 0.4
C 0.0 -0.2 -0.1
C -0.3 -0.3 0.1
O 0.3 0.4 -0.1
C 0.3 0.0 -0.4
O -0.2 0.0 0.3
C 0.0 0.2 0.1
C 0.3 0.2 -0.2
O -0.1 -0.2 0.1
H 0.0 0.0 0.0
H -0.1 0.1 0.0
H 0.0 0.0 0.0
H 0.0 0.0 0.0
O 0.1 -0.2 -0.1
C -0.2 0.4 0.0
C 0.1 0.0 -0.1
C 0.0 0.4 -0.1
O -0.1 -0.4 0.0
C 0.3 -0.5 -0.1
O -0.2 0.3 0.1
C -0.1 0.0 0.2
C -0.1 -0.5 0.2
O 0.1 0.6 -0.3
H 0.0 0.0 0.0
H -0.1 0.1 0.0
H 0.0 0.0 0.0
H 0.1 0.0 0.0
O -0.1 -0.1 0.0
C 0.3 0.4 -0.2
C -0.3 0.1 0.1
C 0.0 0.4 -0.1
O 0.1 -0.2 0.0
C -0.3 -0.4 0.2
O 0.1 0.2 -0.1
C 0.3 0.0 -0.1
C 0.0 -0.3 0.1
O -0.1 0.2 0.0
H 0.0 0.0 0.0
H 0.0 0.0 0.0
H 0.0 0.0 0.0
H 0.0 -0.2 0.1
O 0.1 0.1 0.2
C -0.3 -0.2 -0.5
C 0.1 0.2 0.0
C -0.1 0.1 -0.3
O 0.1 -0.1 0.3
C 0.2 0.1 0.4
O -0.1 -0.1 -0.2
C -0.1 -0.2 0.0
C 0.1 -0.1 0.3
O 0.0 0.1 -0.2
H 0.0 0.0 0.0
H -0.1 0.0 0.1
H 0.0 0.0 0.0
H 0.0 0.0 0.0
O -0.2 -0.1 0.1
C 0.4 0.4 -0.2
C -0.2 0.0 0.1
C 0.1 0.4 -0.1
O 0.0 -0.2 0.0
C -0.4 -0.4 0.2
O 0.2 0.2 -0.1
C 0.2 -0.2 0.0
C 0.0 -0.3 0.0
O 0.0 0.2 0.0
H 0.0 0.0 0.0
H 0.0 0.0 0.0
H 0.0 0.0 0.0
H 0.0 0.0 0.0
O -0.1 0.0 0.2
C 0.1 -0.2 -0.5
C 0.2 0.1 0.2
C 0.3 -0.1 -0.2
O -0.2 0.1 0.0
C -0.2 0.2 0.5
O 0.1 -0.1 -0.2
C -0.2 -0.1 -0.2
C -0.3 0.2 0.2
O 0.2 -0.1 -0.1
H 0.0 0.0 0.0
H 0.0 0.0 0.0
H 0.0 0.0 0.0
H 0.0 0.1 0.0
C 0.2 -0.1 0.2
C 0.2 -0.1 -0.8
C -0.7 0.1 1.2
C -0.6 0.0 -0.5
C -0.1 0.3 -0.4
C 0.1 -0.4 0.8
C 0.5 0.3 -0.3
C -0.1 -0.3 0.1
C -0.3 0.6 0.2
Si 0.5 -0.2 0.1
S -0.5 -0.2 0.0
H 0.0 0.2 0.0
H 0.1 0.0 -0.3
H -0.2 0.0 -0.1
H -0.2 -0.2 0.1
H 0.0 0.0 0.2
H 0.4 0.1 0.0
H 0.2 0.1 -0.6
H -0.2 0.1 0.3
H 0.4 0.1 0.0
H 0.2 -0.1 0.3
H -0.1 -0.1 -0.1
H 0.0 -0.2 -0.1
H 0.0 0.2 -0.3
H 0.1 -0.2 0.2
H -0.2 0.0 0.1
H -0.1 0.0 -0.3
H -0.1 0.2 0.1
H 0.0 -0.3 0.2
H 0.3 0.0 -0.2
H -0.1 0.2 0.0
H 0.0 0.1 -0.1
H 0.2 0.0 -0.2

Computed properties:
Net charge: 0
E_LUMO, eV: -1.773
Spin multiplicity: 1
Frontier orbital gap, eV: 7.72